(1)
# C6H11N

A molecular structure, C6H11N at a distorted geometry (ωB97M-V/def2-TZVPD, OMol25).

Values from the calculation:
HOMO-LUMO gap	10.53	eV
E_LUMO	1.05	eV
relative energy (zero: lowest compared OMol25 entry of this formula, charge and spin)	91.81	kcal per mole

Positions of all 18 atoms, in Å:
H1 -1.822997 1.481184 1.005014
C1 0.887733 -0.060051 -0.586551
H2 0.971194 1.582427 0.677786
H3 0.259093 2.023479 -0.966009
H4 -2.323189 -0.983124 -0.411748
H5 3.002532 -0.772270 -0.328992
H6 -0.332635 -2.068228 -0.895000
C2 -0.657956 -0.603536 1.019671
C3 0.114760 1.302653 -0.079290
H7 1.070313 -0.120123 -1.743915
C4 -1.530822 -0.191566 -0.698529
H8 -1.373561 -1.101885 1.493940
H9 -1.760104 0.435768 -1.587507
H10 0.126819 -0.622254 1.837198
C5 -0.237982 -0.984785 -0.375220
H11 1.917297 -0.480155 1.148267
C6 -1.187982 0.698505 0.443195
N1 2.276962 -0.048877 0.204472

Cartesian forces, eV/Å:
0.5513 -1.7351 -0.9443
1.9026 2.0867 -2.4723
-2.3638 0.2314 -0.8463
-1.2163 -0.7223 1.5016
0.5631 1.6918 -0.9139
-2.6338 2.0232 2.1348
0.9218 2.2421 1.7580
3.7400 0.9576 2.6549
4.7478 -0.1220 -0.7157
0.2888 0.7283 2.1010
-2.6324 -0.3905 -1.4611
-3.4582 -2.5404 1.2928
0.2489 -1.1987 -0.2292
-0.2685 0.5134 -0.8866
-1.5259 -2.9314 -1.0333
1.6518 0.6594 -2.1263
0.9291 2.1429 1.3511
-1.4463 -3.6366 -1.1652

***

(2)
# C22H25FeN7O4P

A molecular structure, C22H25FeN7O4P at a distorted geometry (ωB97M-V/def2-TZVPD, OMol25).

Values from the calculation:
multiplicity	2
HOMO-LUMO gap (alpha / beta)	4.32 / 4.49	eV
E_LUMO (alpha / beta)	-7.76 / -7.57	eV
net charge	+2
<S²>	0.789
relative energy (zero: lowest compared OMol25 entry of this formula, charge and spin)	3.85	kcal per mole

Positions of all 60 atoms, in Å:
O1 3.634273 5.537687 -3.182859
C1 1.365924 5.908100 -3.427958
H1 -1.595319 3.258191 -2.361612
C2 2.216971 5.090234 -1.281735
H2 -3.169556 -5.118143 0.630343
H3 -0.025722 -3.854531 -0.794004
N1 -1.965992 -5.388577 2.312172
H4 -1.405530 -5.800584 -0.910401
P1 -0.382430 -3.267780 1.550746
C3 -1.285662 2.440017 -1.726062
C4 0.888050 -4.525719 2.018520
O2 1.102747 -1.873101 -0.113303
H5 -2.553611 -6.778156 0.884064
H6 -0.248390 -0.780036 -1.874345
H7 3.043012 4.825895 -0.640253
C5 -0.138717 5.446159 -1.612655
H8 -0.191190 -7.282767 0.441097
N2 -1.863134 4.949854 -0.168145
H9 -2.718273 -3.421651 2.272230
H10 4.920460 5.883694 -1.587111
H11 -1.566421 2.568231 3.617742
H12 -2.128397 4.596969 2.317358
H13 -0.938901 1.093471 -3.353453
C6 0.072518 -6.227326 0.528117
C7 -1.002793 1.429428 1.876770
O3 2.137814 -0.377564 0.801211
C8 -1.784178 3.702348 1.816854
H14 4.737112 4.165142 -2.074221
Fe1 0.194078 -0.871874 1.302776
H15 -1.020140 -7.212899 2.693283
H16 -1.612215 -3.772406 3.587735
C9 -0.569847 0.165652 -1.460621
H17 5.630969 5.302689 -3.112855
C10 -0.953303 1.450372 0.426280
N3 -1.441303 5.493309 -1.191556
C11 -0.788842 -6.146844 2.730831
H18 1.191338 -4.364254 3.054888
H19 -1.737041 -3.474237 -0.490631
C12 -1.471081 2.582140 2.542156
C13 -2.327152 -5.715255 0.981838
N4 2.228837 -1.272273 -0.031858
O4 -0.635288 0.344622 2.476152
H20 -0.742256 6.255165 -3.513294
C14 0.096151 5.911315 -2.924063
C15 -1.267884 2.587310 -0.330690
H21 0.769243 4.789831 0.242334
N5 -0.597049 0.261482 -0.137119
C16 0.937439 5.064642 -0.790033
C17 -1.610851 3.776211 0.417589
C18 4.797872 5.196464 -2.425232
H22 1.582301 6.244992 -4.431002
C19 -0.933845 1.231698 -2.282312
C20 -1.797129 -3.950498 2.526267
N6 -1.157144 -5.444189 0.014525
C21 -0.854752 -3.981723 -0.095388
H23 1.772403 -4.395107 1.391347
H24 -0.537975 -5.880226 3.756273
C22 2.441758 5.492787 -2.614030
N7 0.359925 -5.882555 1.869635
H25 0.898119 -5.985830 -0.142336

Cartesian forces, eV/Å:
-0.1265 0.0473 -0.0263
0.0050 -0.0656 0.0825
0.0098 0.0104 -0.0089
0.0314 -0.0456 0.0107
0.0210 -0.0387 0.0288
-0.0837 0.0329 0.0396
-0.0338 -0.0662 -0.0196
-0.0025 -0.0059 0.0254
-0.4125 0.5862 0.7150
-0.1484 0.4448 0.6504
-0.0180 0.0397 -0.0682
0.5679 -0.5078 -0.4647
0.0101 0.0399 0.0182
0.0114 -0.0062 -0.0077
0.0324 0.0028 0.0062
0.1518 0.1108 0.3119
0.0164 0.0461 0.0052
-0.1338 -0.6919 0.2449
0.0223 -0.0094 -0.0210
0.0089 -0.0307 -0.0103
0.0173 0.0150 0.0697
0.0085 0.0045 -0.0027
-0.0157 -0.0014 -0.0123
-0.0153 -0.0418 -0.1145
0.1433 -0.3739 -0.9521
0.1420 0.4275 0.9876
0.0155 -0.1953 0.8161
0.0189 0.0286 0.0007
-0.3985 0.4019 -0.8012
0.0037 0.0327 0.0024
-0.0138 0.0323 -0.0253
-0.0289 0.4503 -0.4701
-0.0263 -0.0052 0.0437
-0.0047 -0.3520 0.8578
-0.2564 0.2125 -0.6235
-0.0361 -0.0601 0.0934
-0.0117 -0.0068 -0.0397
0.0322 -0.0141 0.0278
-0.2180 0.4740 -0.2879
-0.0630 -0.0176 -0.0509
-0.2402 -0.2319 -0.5643
0.2575 -0.3867 -0.7406
-0.0415 0.0154 0.0049
0.1645 0.0549 0.0728
-0.1274 -0.4146 -0.4685
-0.0174 0.0312 0.0413
-0.0453 0.1329 1.0958
0.0430 -0.0166 -0.1481
0.2963 0.7560 -0.2533
0.0842 -0.0234 0.0309
0.0098 -0.0059 -0.0342
0.1799 -0.6803 -0.0393
0.0378 -0.0416 0.0567
0.0222 -0.0607 0.0183
0.1133 0.0523 -0.0314
0.0100 -0.0236 0.0320
-0.0087 -0.0336 -0.0170
-0.0558 0.0290 -0.0991
0.1187 -0.0195 -0.0243
-0.0233 -0.0373 0.0366

***

(3)
# C2H2N3O2

A gas-phase ion, C2H2N3O2 (charge +1) at a distorted geometry (ωB97M-V/def2-TZVPD, OMol25).

Values from the calculation:
structure (SMILES)	O=C=[N+]=N/C=N/O
HOMO-LUMO gap (alpha / beta)	8.13 / 8.13	eV
E_LUMO (alpha / beta)	-8.13 / -8.13	eV
net charge	+1
relative energy (zero: lowest compared OMol25 entry of this formula, charge and spin)	38.21	kcal per mole

Positions of all 9 atoms, in Å:
H1 -1.391025 1.749021 0.306968
N1 0.605827 1.482270 -0.082858
O1 -1.997140 -1.025738 -0.019831
N2 -0.869329 -0.348523 -0.142065
C1 -0.738617 0.901508 0.129731
C2 1.972783 -0.370412 -0.098555
O2 2.622704 -1.267758 0.180049
N3 1.636275 0.860863 -0.211595
H2 -1.841479 -1.981233 -0.061845

Cartesian forces, eV/Å:
-0.5685 -0.5524 0.2430
-3.0712 0.4680 0.4129
-0.4142 1.8603 0.4356
1.3228 -0.4707 0.5503
0.9682 0.0208 -1.1003
0.9268 -2.3691 1.2461
-0.8746 1.0240 -0.7986
1.0753 0.0045 -0.5898
0.6354 0.0145 -0.3991